# C27H52B2F4N6PtSi2

A molecular structure, C27H52B2F4N6PtSi2 (ωB97M-V/def2-TZVPD, OMol25).

Properties
* E: -2536.38746 Eh
* orbital gap: 8.55 eV
* molar mass: 809.62 g mol⁻¹
* spin multiplicity: 1

The geometry in XYZ format:
```
94
C27H52B2F4N6PtSi2 (ωB97M-V/def2-TZVPD)
Pt -0.41288 0.55859 -0.19109
Si -0.83309 2.96853 -0.07580
Si -1.85028 -0.82366 1.38079
F -2.25872 0.88189 -1.28999
F -3.66830 2.63751 -1.95155
F -4.52353 0.90275 -0.74589
F -3.86623 0.58236 -2.93560
N 2.09674 1.20622 -1.83281
N 2.40963 -1.13542 -0.94052
N 1.12593 -1.56082 -1.14817
N 0.74507 1.11878 -2.01836
N 1.06763 0.91266 1.12125
N 2.35195 0.82399 0.68445
C 1.22880 -2.76422 -1.70462
C 2.41462 1.68313 2.71021
C 3.18145 1.26921 1.64079
C 1.09260 1.47833 2.33811
C -2.19787 -3.58063 0.31049
C 2.68526 1.51218 -3.01032
C -0.84898 1.15316 -3.93094
C -0.98767 3.75996 -1.75866
C -0.09714 1.94704 3.09121
C 4.66682 1.30670 1.51534
C 1.69775 1.61119 -3.96526
C -4.23210 -2.26463 0.76669
C -3.19069 0.20599 2.21071
C 0.49356 1.32553 -3.30586
C -2.33168 3.37503 0.95591
C -0.90309 -1.78990 2.78896
C 4.15943 1.67003 -3.17415
C 4.77715 -1.95936 -1.19267
C -2.88828 -1.79839 -1.23474
C 0.24017 -2.66798 2.26099
C 0.72116 3.85703 0.50974
C -2.77922 -2.15613 0.25345
C 2.57495 -3.15641 -1.79000
C 3.29398 -2.09224 -1.30765
C -0.27908 -0.92233 3.88417
C -1.95146 -2.61741 3.56596
C 0.09364 -3.54171 -2.28193
B 2.75924 0.34148 -0.71794
B -3.68261 1.27549 -1.77103
H -1.00364 1.50671 2.69525
H 0.07769 -1.58506 4.68057
H -1.17653 -3.64519 -0.04307
H -0.84063 -2.99948 -2.22113
H 0.73458 -3.15693 3.10821
H 1.82406 1.83983 -5.01009
H 0.93892 3.86094 1.57087
H 0.29735 -3.73665 -3.33645
H -1.59955 1.82514 -3.53243
H 4.37232 2.06414 -4.16599
H 5.23754 -2.91573 -1.43419
H -0.02133 -4.50915 -1.78988
H -0.08107 -3.44794 1.58001
H 5.08029 0.31171 1.35332
H 4.67729 0.71650 -3.06950
H -1.22311 4.80341 -1.51581
H -2.83244 0.95895 2.91097
H 4.57157 2.35569 -2.43373
H 3.93979 0.47478 -0.79180
H 5.08693 1.71132 2.43402
H -3.21982 2.85753 0.59914
H -0.17688 3.03137 3.01221
H -0.77440 1.31861 -5.00425
H 2.75821 2.11125 3.63628
H 2.96077 -4.08174 -2.18465
H -0.00126 1.69659 4.14444
H -4.74942 -3.01861 0.16377
H -2.80677 -4.20775 -0.34930
H -3.78313 0.70643 1.44394
H -3.65737 -1.05847 -1.40578
H -3.86355 -0.44988 2.76579
H 4.97959 1.93587 0.68277
H -1.78319 3.40519 -2.39589
H -1.00506 -0.24453 4.33469
H -2.23570 -4.03663 1.29246
H -4.77656 -1.32798 0.65762
H -1.96385 -1.42701 -1.67707
H -2.20979 3.18580 2.01980
H -1.43045 -3.21756 4.31969
H -2.50795 4.44729 0.82180
H 5.08113 -1.67981 -0.18368
H -1.21605 0.13959 -3.76393
H -0.03346 3.75042 -2.28577
H 1.59701 3.47829 -0.02383
H 0.58341 -0.36816 3.53111
H -3.19041 -2.69413 -1.78840
H -2.54680 -3.29515 2.96848
H 0.58211 4.89604 0.19618
H 0.98732 -2.06252 1.74029
H -4.28703 -2.58763 1.80807
H -2.64069 -1.95873 4.09894
H 5.17539 -1.21052 -1.87778
```

Mulliken atomic charge list, values in e, 5 entries: 1.96, 1.21, -0.36, -0.41, -0.24

# C27H52BNO12S

4 unconnected molecules or ions with the total composition C27H52BNO12S at a distorted geometry (ωB97M-V/def2-TZVPD, OMol25).

Properties
* E: -2440.49651 Eh
* structure (SMILES): C#CC[C@]1(N)C[C@H](B(O)CC)[C@@](CCC)(OC[C@H](C)O)OS1(=O)=O.CCOC(C)=O.CCOC(C)=O.CCOC(C)=O
* orbital gap: 9.36 eV
* molar mass: 625.59 g mol⁻¹
* spin multiplicity: 1

The geometry in XYZ format:
```
94
C27H52BNO12S (ωB97M-V/def2-TZVPD)
S -2.50009 1.65603 0.00800
O -1.03775 1.13684 0.53063
O 2.09683 -5.60609 -0.80452
O 0.13122 -6.36753 -1.48985
O -3.52284 0.64586 0.41010
O -2.95732 2.92382 0.63443
O 0.15622 2.80520 2.65193
O 3.33500 -0.17249 -3.49521
O 0.04183 2.84443 -0.61901
O 4.84881 -1.62950 -2.79903
O 0.31393 4.71643 6.03811
O -1.64273 3.95828 5.33185
O -0.09900 -1.23142 -3.41004
N -2.85371 3.33549 -2.06053
C 0.06711 1.43513 -0.41450
C -2.75129 3.05395 5.41331
C -0.33054 -1.95905 -0.93944
C -2.10186 -6.68419 -0.58143
C -0.96978 -7.27861 -1.39502
C -0.67542 4.06716 6.26333
C 5.38195 -2.95782 -2.72586
C -0.89349 3.43340 7.61323
C 1.34601 0.81656 0.27168
C 0.69243 3.68828 0.31748
C 3.85058 -1.25669 -3.62014
C 1.11197 -6.26206 -0.57296
C 2.63717 0.68403 -0.63565
C 0.80234 5.13513 2.40746
C 0.00952 3.89806 1.73036
C -1.67727 -1.91599 -0.03336
C -2.66782 1.86313 -1.82205
C 3.44795 -2.17852 -4.74066
C -0.15396 0.81430 -1.86582
C -6.06109 2.87739 -1.43748
C -4.02752 1.19487 -2.39921
C 3.08805 1.99628 -1.40458
C -5.21186 2.10036 -1.86004
C -1.39388 1.43029 -2.68059
C 0.91664 -6.90845 0.77422
C -3.89379 3.65996 6.20270
C 6.46100 -3.17121 -3.76827
B -0.21447 -0.78295 -2.02263
H 3.52134 2.72165 -0.63125
H -0.71179 2.49052 2.97417
H -4.19472 4.61431 5.76474
H 0.47391 -6.18288 1.45769
H 1.89246 4.90455 2.58484
H -2.53022 -1.51805 -0.65419
H 6.06670 -3.06958 -4.78115
H 2.57195 -0.15560 -1.40627
H -1.94410 -2.99715 0.21985
H 0.24847 5.46152 3.34168
H 0.71211 4.73405 -0.14957
H -0.42762 -2.95748 -1.49677
H 6.90255 -4.16477 -3.66771
H 1.79794 3.47862 0.51989
H 3.58245 -3.23410 -4.51383
H 4.01166 -1.91775 -5.63742
H -2.95941 -7.35988 -0.56307
H 0.30774 -7.80977 0.74741
H 7.24962 -2.42307 -3.65880
H -0.64521 -8.24905 -1.01500
H 0.75746 1.15320 -2.47270
H -3.60504 3.86266 7.23595
H -6.60730 3.83770 -1.22319
H -1.52546 -1.38850 0.95070
H 0.07545 3.12963 8.01160
H -3.99822 1.37465 -3.51351
H 2.38268 -2.04090 -4.93322
H 1.89265 -7.21151 1.15553
H 4.58754 -3.70372 -2.78594
H -4.14764 0.11847 -2.09261
H 2.26616 2.54798 -1.94754
H 1.67721 1.35511 1.22338
H -1.94037 3.79777 -1.90832
H 1.03769 -0.21486 0.65594
H 5.82122 -3.05487 -1.73064
H -0.99237 -1.59692 -3.59545
H -2.43919 2.08395 5.80544
H 0.60332 -2.11095 -0.29541
H -4.75538 2.98926 6.21013
H -1.34281 4.16699 8.28362
H 3.92271 1.79969 -2.15323
H -1.31408 -7.44737 -2.41782
H -1.50644 2.53472 7.58542
H -3.11993 3.50617 -3.03607
H -1.06736 4.24855 1.69033
H -2.41613 -5.72854 -1.00766
H -3.07947 2.88069 4.38526
H 0.73234 6.01877 1.68204
H -1.01224 2.33822 -3.25202
H -1.79620 -6.48643 0.44772
H -1.76724 0.71590 -3.49228
H 3.49832 0.38358 0.05165
```

Mulliken atomic charge list, values in e, 5 entries: 1.64, -0.27, -0.57, -0.39, -0.77

# C27H52FN5O8PS2

3 unconnected molecules or ions with the total composition C27H52FN5O8PS2 at a distorted geometry (ωB97M-V/def2-TZVPD, OMol25).

Properties
* E: -3172.96531 Eh
* orbital gap: 8.97 eV
* molar mass: 688.85 g mol⁻¹
* spin multiplicity: 1
* net charge: +1

The geometry in XYZ format:
```
96
C27H52FN5O8PS2 (ωB97M-V/def2-TZVPD)
S -3.63744 6.08787 6.00846
S 0.80376 -7.29388 -1.80643
P 2.24799 2.93219 0.08994
F -0.58136 5.29688 0.95294
O 1.38958 3.10738 -1.25946
O 2.04308 4.25648 0.98940
O -4.81871 6.70743 5.50081
O 1.55480 -6.45730 -0.91768
O 1.72941 -8.45494 -2.35340
O 0.10593 -6.70017 -2.90710
O -2.37926 6.57319 5.15275
O -3.57044 4.66007 6.10812
N 0.35261 -0.40399 -0.15209
N 0.04115 1.78204 1.72112
N 4.87670 -0.45980 -2.22788
N 3.72084 2.60669 -0.15441
N -0.66846 -0.18135 -5.12783
C -1.80293 -0.91370 -4.53806
C 3.86073 -7.34501 -2.93255
C -0.19256 -3.40073 -1.50485
C -0.69396 0.57842 -0.34741
C -3.18058 6.48404 2.81595
C 1.56860 0.11962 0.46475
C 2.66479 -8.13939 -3.41366
C -1.80649 0.75501 -2.60057
C -1.10442 1.08448 1.02225
C 0.67031 -2.86772 -0.34614
C -0.95162 3.96713 0.86199
C 4.93192 -0.83184 -0.96366
C 1.44300 1.57403 1.06979
C 0.17410 1.11890 3.07806
C 2.65381 0.28109 -1.81545
C -0.38607 3.18683 2.04665
C -3.18788 6.83251 7.53266
C -1.88937 0.13617 -1.19159
C -2.21450 5.96524 3.86224
C 3.90239 -0.66761 -0.05457
C 3.73639 0.08303 -2.64157
C -2.17032 -4.93327 -0.60196
C 2.73012 -0.08724 -0.48747
C -1.29032 -4.23859 -1.03416
C -2.64595 -0.02716 -3.62468
C -0.05204 -1.70250 0.35422
C -0.28896 -8.29655 -0.86639
H -3.05988 7.89959 7.37374
H -0.95719 -7.61578 -0.34404
H 4.02592 -0.99642 0.96787
H -2.29222 4.87933 3.97579
H 2.12397 1.57494 1.91903
H -1.19061 6.19604 3.57009
H 0.42302 3.69992 2.55174
H 4.57575 -7.23359 -3.74754
H -0.56921 -2.56188 -2.09225
H -1.12082 -1.86538 0.23648
H 1.75357 0.72213 -2.21763
H -0.80327 1.07285 3.54632
H 1.13892 4.01996 -1.44093
H -2.03927 3.94567 0.90722
H 2.97963 -9.10766 -3.79496
H -3.34955 -0.67860 -3.10338
H 2.13391 -7.62541 -4.21586
H 1.59966 -2.52952 -0.79379
H -4.21143 6.22618 3.05088
H 5.84948 -1.29699 -0.63342
H -0.97668 0.27438 -5.97867
H -3.23229 0.64907 -4.24413
H -0.23982 1.41341 -0.88545
H 1.79588 5.02706 0.46343
H 0.54334 0.10789 2.95039
H 4.34801 -7.85141 -2.09996
H 3.68961 0.37753 -3.67916
H -1.43751 -1.80432 -4.02939
H -2.93290 6.05295 1.84502
H 4.36159 3.26321 0.27252
H -2.46512 -1.28866 -5.32354
H -2.92598 -5.58873 -0.24775
H 0.84040 1.71134 3.69658
H -0.84568 -8.94109 -1.54046
H -1.17496 3.08849 2.78905
H 3.57203 -6.35163 -2.59326
H -2.80827 0.48788 -0.72038
H 1.79880 -0.51710 1.32318
H 0.13407 -1.81101 1.43368
H -4.01047 6.65001 8.22042
H -0.66801 3.55524 -0.10146
H -1.97908 1.72740 0.96304
H -2.11499 1.79765 -2.57337
H 0.01171 -0.85905 -5.45079
H -1.94018 -0.94035 -1.31708
H 0.42239 -3.99886 -2.17842
H 0.29360 -8.87552 -0.15525
H -0.76985 0.66347 -2.92281
H -1.40943 0.21829 1.60459
H -3.12055 7.56896 2.74415
H -2.27423 6.37284 7.89796
H 0.81577 -3.67868 0.36087
```

Mulliken atomic charge list, values in e, 5 entries: 1.31, 1.31, 0.65, -0.40, -0.57

# C27H52P2SiSm

A molecular structure, C27H52P2SiSm at a distorted geometry (ωB97M-V/def2-TZVPD, OMol25).

Properties
* E: -2689.53941 Eh
* ⟨S²⟩: 8.797
* orbital gap (alpha / beta): 3.91 / 4.12 eV
* molar mass: 617.11 g mol⁻¹
* spin multiplicity: 6
* net charge: +1

The geometry in XYZ format:
```
83
C27H52P2SiSm (ωB97M-V/def2-TZVPD)
Sm -0.89405 -1.11764 -2.41012
P -1.29440 -4.35290 0.17527
P -2.89765 1.39974 -4.40641
Si 2.66718 -0.88440 -2.19505
C 0.90529 1.68718 0.99392
C 2.34951 -0.08918 2.17197
C -1.86681 -0.87768 -4.50607
C -0.44844 -1.51210 2.34352
C -1.58121 -2.56257 -4.30562
C -3.34764 -0.43146 -4.40572
C 1.07300 0.44180 1.65268
C 4.07470 -0.52634 -1.00461
C -2.61295 0.44283 1.06050
C -1.04552 -5.91651 -0.71995
C -1.06881 3.03039 0.04675
C -1.32545 0.51582 -4.12114
C -0.19326 -0.19979 1.71803
C -1.87629 -3.07558 -1.67142
C 3.39491 -1.67648 -3.73635
C -3.33265 2.14658 -2.82680
C 1.97828 2.64971 0.68883
C 1.31776 -1.94367 -1.47982
C -0.47062 1.83596 0.68364
C -4.44216 -0.94473 -3.44881
C -4.13793 -2.13411 -2.54093
C -2.74458 2.49760 -5.79748
C -1.15248 0.67041 1.12636
C 1.93831 0.80445 -2.66482
C -1.20579 -3.37966 -3.03948
C -2.90717 -4.65554 0.99328
C -2.91953 -1.92354 -1.56719
H -3.52651 -3.74509 0.95411
H 1.48049 0.78640 -3.66464
H -2.51161 -2.98268 -4.69553
H -2.16149 2.97149 0.03642
H -1.50288 -4.40523 -3.27056
H -1.54429 -6.73741 -0.18807
H -0.49088 -1.43337 3.44305
H 2.69359 -1.64547 -4.57844
H 4.31038 -1.14549 -4.03496
H 1.20086 1.17890 -1.93518
H -5.29117 -1.23969 -4.08799
H -0.40320 0.86760 -4.59502
H 2.16930 -0.78816 2.99816
H 1.41556 -3.03611 -1.62053
H 1.10613 -1.79058 -0.39887
H -2.53725 -3.95802 -1.51773
H -0.78694 3.94486 0.59123
H 2.92086 -0.62188 1.39637
H -1.39915 -1.94370 2.00947
H -0.10398 -3.43009 -2.93780
H 3.86445 0.33535 -0.35642
H -1.39044 -5.84342 -1.75804
H -4.02643 -3.06082 -3.11348
H -3.06469 0.95615 0.19917
H -3.96846 3.02700 -3.01539
H 4.28972 -1.39147 -0.36372
H -2.98389 1.99164 -6.74324
H 0.04153 -6.08324 -0.70773
H -4.83165 -0.10807 -2.85062
H -2.85400 -0.62624 0.98285
H -1.70839 2.87374 -5.83267
H 4.98611 -0.29814 -1.57751
H -2.65020 -4.85814 2.04774
H -3.34295 -2.08597 -0.56160
H -3.42793 3.35340 -5.66736
H -0.71919 3.15485 -0.99017
H -3.78519 -0.48323 -5.41621
H -2.71829 -0.80316 -1.45833
H -1.62938 -0.91444 -5.58216
H 2.76266 1.53324 -2.69179
H -3.89617 1.46653 -2.16780
H 2.98141 0.72685 2.54556
H 1.57589 3.66862 0.60757
H 3.66323 -2.72853 -3.55516
H -3.43752 -5.51462 0.56575
H -2.43071 2.47422 -2.28735
H 2.48727 2.41809 -0.26182
H 2.74004 2.64641 1.48000
H -5.02799 -2.27952 -1.90263
H 0.34722 -2.23235 2.10203
H -3.12579 0.81960 1.96251
H -0.79904 -2.76106 -5.05162
```

Mulliken atomic charge list, values in e, 5 entries: -0.56, 0.48, 0.56, 0.12, 0.57